a.
Density functional theory data (the ωB97M-V functional and the def2-TZVPD basis) for C14H24N9RuS2 as an isolated structure.

```
50
Properties=species:S:1:pos:R:3
Ru -0.3405 0.0559 0.5096
C 2.2323 1.1048 -3.9379
S 3.2614 0.8150 -2.4791
C 2.1291 0.4080 -1.2624
S 0.3739 0.6460 -1.5121
N 2.6104 -0.0840 -0.1630
N 1.6329 -0.3879 0.7495
C 1.9525 -0.9882 1.8332
C 0.8432 -1.6545 2.5427
C 1.0387 -2.3994 3.6824
C 0.0058 -3.2162 4.1389
C -1.1727 -3.2696 3.4204
C -1.3209 -2.4433 2.3163
N -0.3626 -1.6107 1.9028
H 2.9300 1.1199 -4.7723
H 1.7240 2.0639 -3.8770
H 1.5249 0.2927 -4.0818
H 2.9903 -1.0871 2.1367
H 1.9929 -2.3588 4.1912
H 0.1362 -3.8231 5.0251
H -1.9771 -3.9326 3.7061
H -2.2354 -2.4614 1.7394
C -3.2854 0.3313 1.3876
N -4.6851 0.3788 1.0772
C -5.0187 -0.7020 0.1483
N -4.2663 -0.5649 -1.1013
C -2.8568 -0.6163 -0.8389
N -2.4185 0.4555 0.1422
C -2.8066 1.7759 -0.4881
N -4.2109 1.8270 -0.7825
C -4.9915 1.6697 0.4486
C -4.5749 0.7442 -1.7020
H -3.0583 -0.6112 1.8807
H -3.0208 1.1565 2.0404
H -6.0841 -0.6774 -0.0721
H -4.7786 -1.6619 0.6111
H -2.3213 -0.4406 -1.7731
H -2.5724 -1.5970 -0.4433
H -2.2305 1.8969 -1.4076
H -2.5474 2.5695 0.2161
H -6.0518 1.7075 0.2079
H -4.7551 2.4777 1.1417
H -4.0227 0.8528 -2.6361
H -5.6415 0.7948 -1.9106
N 0.1350 1.7796 1.4150
N -0.7836 2.0885 2.4685
H 1.1047 1.7813 1.7351
H 0.0446 2.5040 0.7039
H -0.7065 3.0727 2.7143
H -0.5300 1.5457 3.2876
```

- ⟨S²⟩ = 0.76
- molecular weight (g mol⁻¹) = 483.61
- total charge = +2
- multiplicity = 2

---

b.
Density functional theory data (the ωB97M-V functional and the def2-TZVPD basis) for C14H24N9RuS2 as an isolated structure.

```
50
Properties=species:S:1:pos:R:3
Ru 0.3145 -0.4307 -0.8548
C 0.2726 4.7867 -2.8877
S 1.7501 3.7755 -3.0944
C 1.2629 2.2445 -2.4652
S -0.2933 1.9174 -1.7605
N 2.1635 1.2865 -2.5431
N 1.7944 0.1151 -2.2456
C 2.3057 -1.0314 -1.8609
C 1.6019 -2.1837 -2.4736
C 2.2088 -3.3625 -2.8904
C 1.4261 -4.3308 -3.5043
C 0.0751 -4.0946 -3.6958
C -0.4611 -2.8976 -3.2292
N 0.2772 -1.9803 -2.6337
H 0.5261 5.7743 -3.2632
H 0.0101 4.8447 -1.8355
H -0.5522 4.3749 -3.4634
H 3.3127 -1.1127 -1.4370
H 3.2677 -3.5062 -2.7452
H 1.8746 -5.2582 -3.8238
H -0.5558 -4.8237 -4.1788
H -1.5124 -2.6734 -3.3482
C -1.6102 1.7116 1.1457
N -1.8227 2.4191 2.3821
C -2.5016 1.5750 3.3536
N -1.6587 0.4143 3.5967
C -1.4427 -0.3143 2.3706
N -0.7502 0.5157 1.3494
C 0.5232 0.9819 1.9569
N 0.2883 1.6993 3.1908
C -0.5513 2.8637 2.9331
C -0.3854 0.8420 4.1577
H -1.1249 2.3911 0.4375
H -2.5707 1.3974 0.7269
H -3.4687 1.2525 2.9625
H -2.6516 2.1261 4.2834
H -2.4053 -0.6392 1.9653
H -0.8243 -1.1826 2.6091
H 1.0456 1.6524 1.2567
H 1.1596 0.1111 2.1634
H -0.0494 3.5271 2.2258
H -0.7254 3.4050 3.8636
H -0.5582 1.3981 5.0803
H 0.2365 -0.0276 4.3832
N 0.4704 -3.6848 -0.2264
N -0.1256 -2.5273 0.3708
H 0.0742 -4.5478 0.1471
H 1.4702 -3.6945 -0.0429
H 0.0280 -2.5113 1.3863
H -1.1381 -2.5876 0.2054
```

- ⟨S²⟩ = 0.92
- molecular weight (g mol⁻¹) = 483.61
- total charge = +2
- multiplicity = 2

---

Stability summary - winner: a; margin: 91.1 kcal/mol.

---

a.
Density functional theory data (the ωB97M-V functional and the def2-TZVPD basis) for one molecule with the formula C7H12O3.

```
22
Properties=species:S:1:pos:R:3
C 4.1261 4.1204 -8.2200
C 4.4849 3.4313 -7.2925
C 4.8767 2.5244 -6.2105
O 4.1749 2.8436 -5.0352
C 4.5188 2.0065 -3.9526
C 3.6998 2.4054 -2.7413
C 4.0807 1.6164 -1.4950
C 3.1274 1.7365 -0.3201
O 3.6244 1.1701 0.8186
H 3.7783 4.6231 -9.1057
H 5.9671 2.6075 -6.0444
H 4.6734 1.4814 -6.5173
H 5.5998 2.0998 -3.7387
H 4.3233 0.9503 -4.2164
H 2.6319 2.2358 -2.9439
H 3.8468 3.4776 -2.5396
H 4.0283 0.5483 -1.7804
H 3.5526 2.8898 -0.4275
H 2.1344 1.3442 -0.5861
O 5.5841 1.5991 -0.8480
H 4.7205 0.9391 0.6447
H 6.0960 0.9307 -1.3093
```

- molecular weight (g mol⁻¹) = 144.17
- SMILES = C#CCOCC[C@@H](O)CO
- multiplicity = 1

---

b.
Density functional theory data (the ωB97M-V functional and the def2-TZVPD basis) for a 2-piece molecular cluster, C7H12O3 overall.

```
22
Properties=species:S:1:pos:R:3
C -0.9392 0.8423 -2.4925
C 0.0049 0.6107 -1.3341
C 0.0124 1.5027 -0.3198
C 0.0219 1.3066 1.1659
C 0.6328 0.0143 1.6885
C 1.8382 -0.3903 0.9462
O 1.3442 -1.2027 -0.4219
C 0.4062 -0.8342 -1.2392
O -0.5137 -1.6877 -1.3605
H -0.9683 1.9101 -2.7396
H -0.6435 0.2522 -3.3706
H -1.9635 0.5246 -2.2565
H -0.2585 2.5225 -0.6109
H 0.5619 2.1641 1.5989
H -1.0099 1.3991 1.5405
H 0.8286 0.0867 2.7656
H -1.5042 -2.1262 0.1262
H 2.4466 0.4426 0.5691
H 2.4508 -1.1334 1.4627
O -1.6349 -2.3589 1.2990
H -0.8366 -2.8944 1.3348
H -0.2762 -0.9507 1.6481
```

- molecular weight (g mol⁻¹) = 144.17
- SMILES = CC1=CCCCOC1=O.O
- multiplicity = 1

---

Stability summary - winner: b; margin: 42.7 kcal/mol.

---

a.
Density functional theory data (the ωB97M-V functional and the def2-TZVPD basis) for a 2-piece molecular cluster, C6H16S2 overall.

```
24
Properties=species:S:1:pos:R:3
S 2.6040 -2.5078 1.1504
C 3.7423 -3.7066 1.7436
C 0.0132 -2.9098 0.1379
C 1.2659 -3.6035 0.6699
H 4.6900 -3.2944 2.1291
H 3.9728 -4.4279 0.9417
H 3.2326 -4.2417 2.5624
H -0.3109 -2.1800 0.8989
H -0.8178 -3.6086 -0.0558
H 0.2415 -2.3673 -0.7950
H 1.6187 -4.2385 -0.1655
H 1.0554 -4.2665 1.5310
S -2.7946 3.3552 -0.3859
C -3.8239 3.3066 -1.9086
C -0.1469 3.5454 0.3053
C -1.0366 3.4601 -0.9189
H -3.6925 2.3050 -2.3513
H -3.5188 4.0625 -2.6517
H -4.8926 3.4517 -1.6776
H 0.8703 3.8963 0.0626
H -0.0718 2.5589 0.7928
H -0.6036 4.2550 1.0156
H -0.6381 2.7052 -1.6237
H -0.9586 4.4506 -1.4071
```

- molecular weight (g mol⁻¹) = 152.33
- SMILES = CCSC.CCSC
- multiplicity = 1

---

b.
Density functional theory data (the ωB97M-V functional and the def2-TZVPD basis) for a 2-piece molecular cluster, C6H16S2 overall.

```
24
Properties=species:S:1:pos:R:3
S -2.5233 -1.6384 2.1507
C -1.8821 -2.7747 3.4618
C -4.3773 -2.9766 0.5646
C -2.8966 -2.8553 0.7857
H -2.2553 -3.7631 3.1449
H -2.3939 -2.4884 4.3960
H -0.8007 -2.8551 3.6635
H -4.6306 -3.7680 -0.1608
H -4.7789 -2.0183 0.1944
H -4.8620 -3.2130 1.5267
H -2.2524 -2.5287 -0.0533
H -2.5634 -3.8654 1.0924
S 3.9335 -3.3841 8.1017
C 4.4053 -1.7661 7.5106
C 2.0315 -3.5575 6.0309
C 2.1356 -3.5158 7.5309
H 5.2448 -1.2181 7.9706
H 3.5318 -1.0944 7.4610
H 4.6906 -2.0487 6.4833
H 0.9619 -3.3956 5.8157
H 2.3282 -4.5378 5.6216
H 2.6155 -2.7724 5.5220
H 1.6957 -4.4484 7.9337
H 1.5819 -2.6647 7.9719
```

- molecular weight (g mol⁻¹) = 152.33
- SMILES = CCSC.CCSC
- multiplicity = 1

---

Stability summary - winner: a; margin: 8.2 kcal/mol.